[1]
This record from the Open Molecules 2025 dataset describes C32H50Br2F13LiMgN3O5S2 as an isolated structure at a distorted geometry. The level of theory is ωB97M-V/def2-TZVPD.

The geometry in XYZ format:
```
109
C32H50Br2F13LiMgN3O5S2, DFT ωB97M-V/def2-TZVPD
C -4.41512 -5.19202 0.56126
C -4.18015 -3.76471 0.92310
C -4.05079 -2.50962 -0.13224
C -2.46631 -2.04373 0.12931
C -1.37829 -2.42013 -1.03712
C 0.18450 -2.05600 -0.66761
C 1.26954 -2.42466 -1.84204
F 0.58930 -2.73233 -3.15604
F 2.02747 -3.69065 -1.51530
C 2.30589 -1.16248 -2.20516
F 1.59665 0.10693 -2.47129
F 2.91896 -1.56503 -3.52727
C 3.56912 -1.04806 -1.14942
F 3.26368 -1.65293 0.20153
F 4.60593 -1.99938 -1.71251
C 4.31090 0.39661 -1.09483
F 4.36199 1.08782 -2.43757
F 5.76186 0.11384 -0.77673
S 3.72508 1.62976 0.15642
F 4.28915 0.75480 1.51376
F 5.26520 2.44630 0.01365
F 3.19996 2.64338 -1.16446
F 2.13209 1.03062 0.25088
F 3.25827 2.88454 1.22709
N -2.76331 -0.56088 0.41744
O -3.05275 -0.17045 -0.86512
C -2.24834 0.99812 -1.25291
C -2.91535 1.54682 -2.68541
C -2.65171 0.53501 -3.94966
C -3.98233 -0.39561 -4.33522
C -4.15965 -0.44723 1.01395
N -4.50058 0.26658 2.13511
C -3.57022 1.04807 3.03388
O -2.52783 1.82003 2.33973
C -1.27681 1.45855 3.08619
C -1.05329 1.96764 4.66385
C 0.33006 1.50125 5.47937
C 1.50092 0.53930 4.81807
C 1.29540 0.06371 3.26269
C -0.07532 0.52387 2.46799
N -4.98039 -1.29437 0.06331
S -6.63007 -1.66626 0.51555
C -6.86326 -2.17654 2.30260
O -7.60553 -0.49981 0.08981
O -7.04953 -2.90366 -0.36821
H -3.90996 -6.03787 1.23558
H -5.05657 -5.50323 -0.37912
H -4.02977 -3.52792 2.07610
H -4.12943 -3.01386 -1.20616
H -2.09266 -2.57611 1.10234
H -1.60775 -1.96556 -2.09062
H -1.41597 -3.60502 -1.17946
H 0.23739 -0.89907 -0.49543
H 0.50755 -2.68910 0.29148
H -1.12631 0.72888 -1.50960
H -2.34504 1.91868 -0.50965
H -2.44645 2.59377 -2.98304
H -4.07339 1.72003 -2.60878
H -1.72304 -0.17283 -3.83229
H -2.46460 1.20383 -4.92028
H -4.07478 -1.29571 -3.57385
H -4.98352 0.25162 -4.34497
H -3.88434 -0.85185 -5.41035
H -5.52996 0.27193 2.40405
H -4.19236 1.81857 3.67781
H -3.09992 0.26898 3.80002
H -1.87604 2.64669 5.19362
H 0.51677 1.84580 6.60095
H 2.47253 0.17368 5.37153
H 2.07883 -0.59700 2.68728
H -0.19818 0.14993 1.36630
H -7.44076 -1.30576 2.87467
H -7.33964 -3.23416 2.46428
H -5.78458 -2.20974 2.79329
C 10.87553 5.47724 3.08461
C 11.04733 4.84856 1.71112
C 10.08571 5.41533 0.66364
C 8.59688 5.18150 0.95129
C 8.18945 3.71524 1.11731
C 8.41776 2.88549 -0.13661
H 9.87898 5.28838 3.49374
H 11.60514 5.05880 3.78452
H 11.03124 6.56026 3.04011
H 10.93949 3.75893 1.78574
H 12.07528 5.02966 1.37150
H 10.33905 4.99062 -0.31360
H 10.25352 6.49598 0.57388
H 8.01349 5.62199 0.13260
H 8.30836 5.73075 1.85351
H 7.12311 3.67795 1.36916
H 8.71761 3.26068 1.96373
H 7.85730 3.29521 -0.98237
H 8.08082 1.85614 0.02636
H 9.47682 2.84733 -0.40933
C -8.52499 -3.29814 -3.10906
C -8.46817 -4.01845 -4.46639
C -8.50398 -5.53872 -4.23643
O -7.31296 -3.72153 -5.03573
H -7.68511 -3.56741 -2.45508
H -8.51832 -2.20779 -3.23273
H -9.44772 -3.56001 -2.57778
H -9.40901 -3.77033 -4.97779
H -7.66344 -5.89083 -3.62392
H -8.48188 -6.08930 -5.18529
H -9.42647 -5.82297 -3.71614
Li -1.39930 -1.79965 2.46349
Br 2.43967 3.99575 3.11210
Mg 3.71326 1.22520 3.13310
Br -0.57752 -4.02648 -2.38940
```

Properties
Net charge: +1
E_LUMO, eV: -6.5
Total energy, Eh: -9238.22519
HOMO-LUMO gap, eV: 1.01

Atom charges from the Löwdin analysis, given in e for atoms 1 to 6: 0.050 -0.157 -0.190 -0.208 -0.392 -0.114



[2]
This record from the Open Molecules 2025 dataset describes a 7-piece molecular cluster, CH16O7 overall at a distorted geometry. The level of theory is ωB97M-V/def2-TZVPD.

The geometry in XYZ format:
```
24
CH16O7, DFT ωB97M-V/def2-TZVPD
O -33.79418 -28.92441 25.63088
H -33.33426 -29.05646 26.50841
H -34.77990 -28.81506 25.67847
H -33.44122 -28.12742 25.08733
C -33.09784 -27.10113 23.13916
O -33.02460 -26.67664 24.56442
H -32.48948 -26.18874 22.53399
H -34.02955 -27.19451 22.55561
H -32.46141 -28.03756 22.86126
O -36.35241 -28.56762 26.31516
H -36.84586 -29.08167 26.98655
H -36.92523 -27.97747 25.80802
O -35.86846 -25.88780 24.40601
H -34.88209 -25.94283 24.19636
H -36.35989 -26.20047 23.51435
O -33.19257 -28.90647 27.81428
H -32.62341 -28.21703 28.29308
H -33.33386 -29.50837 28.53601
O -35.33446 -29.86953 23.50539
H -34.57089 -30.21166 22.88782
H -35.80396 -29.41315 22.95918
O -30.94463 -25.80966 25.33558
H -31.09802 -25.32029 26.10592
H -31.93831 -25.84879 25.14046
```

Properties
Net charge: 0
E_LUMO, eV: -0.3
Total energy, Eh: -574.21822
HOMO-LUMO gap, eV: 7.77

Atom charges from the Löwdin analysis, given in e for atoms 1 to 6: 0.122 -0.007 0.071 0.071 -0.243 -0.419



What did the second record say?
This record from the Open Molecules 2025 dataset describes a 7-piece molecular cluster, CH16O7 overall at a distorted geometry. The level of theory is ωB97M-V/def2-TZVPD.

The geometry in XYZ format:
```
24
CH16O7, DFT ωB97M-V/def2-TZVPD
O -33.79418 -28.92441 25.63088
H -33.33426 -29.05646 26.50841
H -34.77990 -28.81506 25.67847
H -33.44122 -28.12742 25.08733
C -33.09784 -27.10113 23.13916
O -33.02460 -26.67664 24.56442
H -32.48948 -26.18874 22.53399
H -34.02955 -27.19451 22.55561
H -32.46141 -28.03756 22.86126
O -36.35241 -28.56762 26.31516
H -36.84586 -29.08167 26.98655
H -36.92523 -27.97747 25.80802
O -35.86846 -25.88780 24.40601
H -34.88209 -25.94283 24.19636
H -36.35989 -26.20047 23.51435
O -33.19257 -28.90647 27.81428
H -32.62341 -28.21703 28.29308
H -33.33386 -29.50837 28.53601
O -35.33446 -29.86953 23.50539
H -34.57089 -30.21166 22.88782
H -35.80396 -29.41315 22.95918
O -30.94463 -25.80966 25.33558
H -31.09802 -25.32029 26.10592
H -31.93831 -25.84879 25.14046
```

Properties
Net charge: 0
E_LUMO, eV: -0.3
Total energy, Eh: -574.21822
HOMO-LUMO gap, eV: 7.77

Atom charges from the Löwdin analysis, given in e for atoms 1 to 6: 0.122 -0.007 0.071 0.071 -0.243 -0.419



- The lowest total energy belongs to which entry?
  C32H50Br2F13LiMgN3O5S2